{
  "formula": "C26H29BF6N4OPtTe",
  "method": "ωB97M-V/def2-TZVPD",
  "symbols": ["Pt", "C", "C", "N", "C", "C", "C", "C", "N", "C", "C", "F", "C", "F", "C", "C", "F", "C", "F", "H", "H", "H", "H", "H", "H", "H", "H", "H", "H", "H", "H", "H", "H", "H", "N", "C", "O", "C", "C", "C", "C", "N", "C", "H", "H", "H", "H", "H", "H", "C", "Te", "C", "C", "C", "C", "C", "C", "C", "H", "H", "H", "H", "H", "H", "H", "H", "F", "B", "F"],
  "positions_angstrom": [[0.342235, -0.507975, 0.292906], [2.296900, -2.786037, 1.064324], [2.057575, -1.967442, 2.322327], [1.665711, -0.552787, 2.028045], [2.845205, 0.375604, 1.996511], [4.101028, -0.107452, 1.293736], [0.726134, -0.085429, 3.067749], [0.069825, 1.206779, 2.676336], [-0.193133, 1.268087, 1.221297], [-1.170453, 2.125816, 0.718083], [-1.200692, 2.422909, -0.658397], [-0.256651, 1.910852, -1.472976], [-2.130669, 3.255564, -1.239704], [-2.077168, 3.434391, -2.556575], [-3.072679, 3.911722, -0.475771], [-3.041376, 3.699451, 0.884087], [-3.902688, 4.321396, 1.670785], [-2.139084, 2.826243, 1.475515], [-2.223434, 2.723751, 2.797846], [2.288566, -3.846754, 1.312564], [3.240319, -2.557139, 0.575937], [1.477883, -2.640738, 0.335842], [2.937693, -1.957759, 2.967529], [1.248379, -2.417982, 2.895568], [3.092406, 0.581050, 3.043177], [2.500346, 1.311108, 1.557740], [4.586118, -0.922669, 1.828632], [4.806413, 0.723355, 1.274489], [3.928923, -0.415933, 0.267208], [1.205971, -0.002145, 4.047389], [-0.047595, -0.845982, 3.162125], [0.744703, 2.057970, 2.832763], [-0.788760, 1.335974, 3.320198], [-3.794939, 4.582355, -0.921305], [3.269366, 4.145301, -1.560425], [4.093654, 3.142459, -1.956817], [5.246666, 3.299519, -2.277902], [3.518214, 1.743852, -1.948541], [4.157327, 0.782028, -2.722022], [3.681445, -0.518067, -2.711440], [2.608321, -0.820913, -1.897013], [2.006937, 0.093040, -1.120517], [2.448075, 1.357737, -1.164034], [3.638031, 5.082266, -1.620327], [2.271020, 4.038702, -1.550486], [5.016056, 1.075790, -3.312215], [4.140633, -1.291911, -3.309915], [2.228115, -1.834715, -1.843840], [1.941945, 2.057324, -0.512525], [-1.821826, -2.880410, -1.716618], [-1.161167, -0.853720, -1.821582], [-3.134636, -0.302729, -1.229324], [-3.915098, -1.593780, -1.150139], [-5.269753, -1.554303, -0.824154], [-5.992869, -2.728432, -0.730095], [-5.369948, -3.951102, -0.957629], [-4.025590, -3.995751, -1.276117], [-3.290992, -2.815644, -1.372262], [-1.241412, -3.437388, -0.985116], [-1.639174, -3.295644, -2.707674], [-3.517340, 0.386288, -1.982125], [-3.078759, 0.216965, -0.271786], [-5.756337, -0.602934, -0.647723], [-7.044138, -2.693371, -0.479643], [-5.936185, -4.869548, -0.887383], [-3.542167, -4.948289, -1.453925], [-1.340315, -2.726704, 1.187839], [-1.205701, -1.414447, 1.247877], [-2.105436, -0.751634, 1.959642]],
  "forces_ev_per_angstrom": [[-0.1, -0.1, 0.5], [0.0, 0.0, 0.1], [0.1, 0.0, -0.1], [-0.1, -0.1, -0.2], [0.0, 0.1, 0.0], [0.0, -0.1, 0.0], [-0.1, -0.1, 0.1], [0.1, 0.4, -0.1], [0.6, 0.2, -0.6], [-0.3, -0.3, 0.3], [0.2, 0.2, -0.1], [-0.1, 0.0, 0.0], [0.1, 0.0, 0.0], [0.0, 0.0, 0.0], [-0.1, 0.0, 0.0], [0.0, 0.0, 0.0], [0.0, 0.0, 0.0], [-0.1, -0.1, 0.0], [0.0, -0.2, 0.0], [0.0, 0.0, 0.0], [0.0, 0.0, 0.0], [0.0, -0.1, 0.0], [0.0, 0.0, 0.0], [0.0, 0.0, 0.0], [0.0, 0.0, 0.0], [0.0, 0.0, 0.0], [0.0, 0.0, 0.0], [0.0, 0.0, 0.0], [0.0, 0.0, 0.0], [0.1, 0.1, -0.1], [0.1, 0.0, 0.2], [-0.1, 0.0, 0.2], [-0.2, 0.0, -0.1], [0.0, 0.0, 0.0], [0.0, 0.0, 0.1], [0.0, 0.0, 0.0], [0.0, 0.0, 0.0], [0.0, 0.0, 0.0], [0.0, 0.0, 0.0], [0.0, 0.0, 0.0], [0.0, 0.0, 0.0], [0.0, 0.0, -0.1], [0.1, -0.1, 0.1], [0.0, 0.0, 0.0], [0.0, 0.0, -0.1], [0.0, 0.0, 0.0], [0.0, 0.0, 0.0], [0.0, 0.0, 0.0], [0.0, 0.0, 0.0], [0.0, 0.0, -0.1], [-0.1, 0.1, -0.2], [-0.1, 0.0, 0.0], [0.0, 0.0, 0.1], [0.0, 0.0, 0.0], [0.0, 0.0, 0.0], [0.0, 0.0, 0.0], [0.0, 0.0, 0.0], [0.0, 0.0, 0.0], [0.0, 0.0, 0.0], [0.0, 0.0, 0.0], [0.0, 0.0, 0.0], [0.0, 0.0, 0.0], [0.0, 0.0, 0.0], [0.0, 0.0, 0.0], [0.0, 0.0, 0.0], [0.0, 0.0, 0.0], [0.2, 0.0, 0.1], [-0.2, 0.2, 0.1], [0.0, 0.0, -0.1]],
  "mulliken_charge": [3.714, -0.761, -0.652, -0.165, -0.593, -1.414, -1.568, -0.870, 0.166, -0.678, 0.086, -0.375, 0.142, -0.292, -0.327, 0.023, -0.273, 0.656, -0.319, 0.505, 0.280, -0.154, 0.534, 0.538, 0.463, 0.227, 0.409, 0.423, 0.251, 0.621, 0.465, 0.640, 0.518, 0.570, -0.266, 0.338, -0.573, 0.024, -0.589, -0.885, -0.374, -0.148, -0.249, 0.260, 0.153, 0.555, 0.489, 0.461, 0.164, -1.267, -0.007, -0.809, 0.683, -0.870, -0.639, -0.642, -0.921, 0.781, 0.471, 0.700, 0.790, 0.274, 0.493, 0.435, 0.430, 0.488, -0.151, -0.303, -0.089],
  "relative_energy_kj_mol": 48.5,
  "fmax_ev_per_a": 0.81,
  "gap_ha": [0.2092, 0.2091],
  "multiplicity": 1,
  "e_lumo_ev": [-8.7, -8.7],
  "e_homo_ev": [-14.4, -14.4],
  "charge": 2
}

=====

{
  "formula": "C26H29BFeN11O4",
  "method": "ωB97M-V/def2-TZVPD",
  "symbols": ["Fe", "N", "C", "C", "O", "N", "C", "C", "O", "O", "H", "H", "H", "H", "H", "H", "C", "C", "N", "N", "C", "B", "N", "C", "C", "C", "N", "N", "C", "C", "C", "N", "H", "H", "H", "H", "H", "H", "H", "H", "H", "H", "C", "C", "C", "C", "C", "N", "C", "O", "N", "C", "C", "C", "C", "N", "C", "C", "C", "H", "H", "H", "H", "H", "H", "H", "H", "H", "H", "H", "H", "H"],
  "positions_angstrom": [[1.009422, 0.398712, 0.715914], [4.205197, 1.307406, 1.711589], [4.570622, -0.089668, 1.495674], [3.515777, -1.147520, 1.857795], [3.970801, -2.119850, 2.496330], [2.246833, -1.029677, 1.455441], [1.420874, -2.095333, 2.011602], [-0.005945, -1.652060, 2.274373], [-0.794705, -2.447331, 2.815190], [-0.322797, -0.476571, 1.883788], [4.977209, 1.909044, 1.452336], [3.994542, 1.480127, 2.687259], [5.448397, -0.406063, 2.067226], [4.822544, -0.207039, 0.439148], [1.837466, -2.469195, 2.948973], [1.374908, -2.977661, 1.356309], [-2.143250, 2.877063, -0.716969], [-1.645595, 1.626527, -0.318121], [-0.372973, 1.733000, 0.024810], [-0.016717, 3.018747, -0.144441], [-1.068448, 3.732798, -0.581089], [1.401524, 3.452732, 0.284218], [1.577082, 3.073718, 1.766306], [1.944417, 3.804654, 2.830449], [1.917560, 2.987357, 3.944164], [1.508292, 1.740806, 3.447385], [1.312620, 1.812805, 2.141886], [2.420716, 2.629978, -0.528023], [3.472020, 3.024897, -1.260273], [4.088451, 1.897911, -1.770428], [3.323792, 0.834902, -1.273156], [2.328104, 1.292487, -0.528797], [-3.138009, 3.118076, -1.049890], [-2.139000, 0.670358, -0.250338], [-0.972258, 4.789895, -0.765058], [1.569000, 4.629771, 0.096934], [2.183930, 4.849218, 2.720151], [2.143050, 3.254904, 4.961771], [1.343819, 0.805723, 3.957950], [3.696407, 4.072397, -1.373376], [4.957523, 1.850785, -2.403395], [3.441149, -0.228356, -1.406891], [-5.881254, 0.614632, -1.780834], [-5.006490, -0.498775, -1.268488], [-4.660381, -1.575495, -2.076504], [-3.876466, -2.617892, -1.604544], [-3.393300, -2.591006, -0.298330], [-2.626094, -3.635526, 0.247273], [-1.840127, -4.538811, -0.419306], [-1.626587, -5.664668, -0.018535], [-1.309745, -4.115849, -1.644783], [-0.625520, -2.906778, -1.875859], [-0.140747, -2.645735, -3.148747], [0.534288, -1.461709, -3.379844], [0.729141, -0.580620, -2.332561], [0.303645, -0.834979, -1.095068], [-0.371492, -1.961939, -0.878099], [-3.722839, -1.512307, 0.521852], [-4.525895, -0.493936, 0.037333], [-5.751324, 0.757117, -2.854591], [-5.646651, 1.556761, -1.283462], [-6.938825, 0.403805, -1.601492], [-5.014729, -1.608780, -3.101437], [-3.638886, -3.449095, -2.254482], [-2.477440, -3.611823, 1.254194], [-0.935095, -4.903441, -2.151839], [-0.309813, -3.356088, -3.950205], [0.904685, -1.219604, -4.366742], [1.240635, 0.360115, -2.477434], [-0.736128, -2.111900, 0.119080], [-3.306452, -1.469203, 1.520511], [-4.754494, 0.343038, 0.688237]],
  "forces_ev_per_angstrom": [[-0.6, 0.4, -0.6], [0.0, 0.0, 0.0], [0.0, 0.0, 0.0], [0.0, 0.0, -0.2], [0.0, 0.0, 0.0], [0.1, 0.2, 0.4], [0.0, 0.0, 0.0], [-0.3, -0.3, 0.2], [0.0, 0.1, -0.3], [-0.1, 0.1, -0.3], [0.0, 0.0, 0.0], [0.0, 0.0, 0.0], [0.0, 0.0, 0.0], [0.0, 0.0, 0.0], [0.0, 0.0, 0.0], [0.0, 0.0, 0.0], [0.0, 0.0, 0.0], [0.0, 0.0, 0.0], [0.1, -0.1, 0.0], [0.0, 0.0, 0.1], [0.0, 0.0, 0.0], [0.1, 0.0, 0.0], [-0.2, 0.0, 0.0], [0.0, 0.0, 0.0], [0.0, 0.0, 0.0], [-0.1, -0.1, 0.0], [0.4, -0.3, -0.1], [-0.1, 0.0, -0.2], [0.0, 0.0, 0.0], [0.0, 0.0, 0.0], [0.0, 0.1, 0.0], [0.2, 0.0, 0.2], [0.0, 0.0, 0.0], [0.0, 0.0, 0.0], [0.0, 0.0, 0.0], [0.0, 0.0, 0.1], [0.0, 0.0, 0.0], [0.0, 0.0, 0.0], [0.0, 0.0, 0.0], [0.0, 0.0, 0.0], [0.0, 0.0, 0.0], [0.0, 0.0, 0.0], [0.0, 0.0, 0.0], [0.0, 0.0, 0.0], [0.0, 0.0, 0.0], [-0.1, 0.0, 0.0], [0.0, 0.1, 0.0], [0.0, 0.3, 0.4], [0.2, -0.3, -0.2], [0.0, 0.2, 0.0], [0.0, -0.1, 0.1], [0.0, 0.2, 0.0], [-0.1, 0.0, 0.0], [0.0, 0.0, 0.0], [-0.1, 0.2, 0.0], [0.3, -0.3, 0.4], [0.0, 0.0, -0.2], [0.1, -0.1, -0.1], [0.0, 0.0, 0.0], [0.0, 0.0, 0.0], [0.0, 0.0, 0.0], [0.0, 0.0, 0.0], [0.0, 0.0, 0.0], [0.0, 0.0, 0.0], [-0.1, -0.1, -0.1], [0.0, 0.0, 0.1], [0.0, 0.0, 0.0], [0.0, 0.0, 0.0], [0.0, -0.1, 0.0], [0.0, 0.0, 0.3], [0.0, 0.0, 0.1], [0.0, 0.0, 0.0]],
  "mulliken_charge": [0.626, -0.328, -0.767, 0.439, -0.808, 0.043, -0.792, 0.418, -0.850, -0.569, 0.177, 0.195, 0.390, 0.248, 0.574, 0.112, -1.072, -0.406, 0.744, 0.154, -0.325, -0.117, 0.016, -0.198, -1.137, -0.444, 0.551, -0.072, -0.346, -1.454, -0.925, 1.163, 0.401, 0.338, 0.458, -0.150, 0.451, 0.396, 0.455, 0.445, 0.451, 0.896, -1.560, 0.949, -0.846, -0.390, 0.528, -0.143, 0.180, -0.669, -0.074, 0.207, -0.571, -1.252, -0.785, 0.596, -1.087, -0.210, -0.631, 0.368, 0.305, 0.329, 0.357, 0.456, 0.278, 0.260, 0.446, 0.432, 0.677, 0.901, 0.228, 0.338],
  "relative_energy_kj_mol": 47.8,
  "fmax_ev_per_a": 0.91,
  "gap_ha": [0.2494, 0.2494],
  "multiplicity": 1,
  "e_lumo_ev": [2.5, 2.5],
  "e_homo_ev": [-4.3, -4.3],
  "charge": -1
}

=====

{
  "formula": "C26H29BN9O3Pd",
  "method": "ωB97M-V/def2-TZVPD",
  "symbols": ["Pd", "C", "C", "C", "C", "N", "C", "C", "C", "C", "C", "C", "N", "H", "H", "H", "H", "H", "H", "H", "H", "O", "B", "O", "C", "C", "C", "C", "C", "C", "H", "H", "H", "H", "C", "C", "C", "C", "N", "C", "N", "N", "N", "H", "H", "H", "H", "H", "H", "H", "H", "H", "H", "C", "N", "C", "C", "C", "N", "C", "O", "N", "H", "H", "H", "H", "H", "H", "H"],
  "positions_angstrom": [[0.242161, 0.173491, 0.271806], [-0.754261, -1.180027, 4.459373], [-0.219802, -2.451726, 4.536964], [0.503327, -2.940593, 3.459727], [0.662703, -2.135835, 2.341142], [0.140520, -0.905229, 2.263897], [-0.549673, -0.441724, 3.302730], [1.402502, -2.606710, 1.140404], [1.239582, -3.899101, 0.653053], [1.897361, -4.256087, -0.512485], [2.686659, -3.310692, -1.149958], [2.783114, -2.045433, -0.590011], [2.165787, -1.697060, 0.533170], [-1.309879, -0.745838, 5.277896], [-0.352028, -3.054723, 5.426988], [0.962545, -3.919996, 3.490540], [-0.928627, 0.564218, 3.205012], [0.575405, -4.589650, 1.156193], [1.777083, -5.248842, -0.928525], [3.203975, -3.539417, -2.072505], [3.355324, -1.261998, -1.074093], [1.317100, 0.710840, -2.570292], [0.399910, 1.087921, -1.494223], [-0.244808, 2.295631, -2.008281], [0.275041, 2.585162, -3.222633], [-0.012413, 3.638534, -4.062745], [0.681804, 3.707749, -5.276021], [1.624154, 2.747926, -5.615922], [1.910373, 1.681477, -4.756315], [1.223174, 1.620805, -3.563287], [-0.747262, 4.383424, -3.784987], [0.479715, 4.524076, -5.958757], [2.148758, 2.825240, -6.560566], [2.645424, 0.928334, -5.010676], [-4.481620, -3.370580, -3.144429], [-3.557472, -2.236562, -3.576071], [-4.279098, -0.892861, -3.543458], [-2.273617, -2.199953, -2.744975], [-2.501821, -1.942117, -1.338246], [-2.497594, -0.781424, -0.678278], [-2.705359, -1.025660, 0.590658], [-2.831117, -2.364044, 0.700520], [-2.722364, -2.928965, -0.450196], [-5.345073, -3.433887, -3.809675], [-4.845022, -3.208193, -2.128449], [-3.965465, -4.332095, -3.156545], [-3.231149, -2.427029, -4.604531], [-4.660949, -0.682818, -2.542073], [-5.129073, -0.895893, -4.228147], [-3.615118, -0.074328, -3.828589], [-1.608896, -1.412313, -3.104014], [-1.739906, -3.147757, -2.810312], [-2.272569, 0.179933, -1.106413], [2.929176, 3.392082, 6.376467], [2.352445, 3.391649, 5.045437], [2.869167, 4.180496, 4.071927], [2.389931, 4.156065, 2.816850], [1.329361, 3.216423, 2.541940], [0.806567, 2.465022, 3.495419], [1.260191, 2.520150, 4.767988], [0.794260, 1.873580, 5.697204], [0.836083, 3.126393, 1.301885], [3.209381, 4.407725, 6.657581], [3.811456, 2.749479, 6.424782], [2.183483, 3.009420, 7.065806], [3.687486, 4.824268, 4.370902], [2.802123, 4.786637, 2.043796], [1.338049, 3.629194, 0.586044], [0.479376, 2.203817, 0.932584]],
  "forces_ev_per_angstrom": [[0.1, 0.0, -0.2], [0.0, 0.0, 0.0], [0.0, 0.0, 0.0], [0.0, 0.0, 0.0], [-0.1, 0.0, 0.0], [0.0, 0.0, -0.1], [0.0, 0.0, 0.0], [0.0, 0.0, -0.1], [0.0, 0.0, 0.0], [0.0, 0.0, 0.0], [0.0, 0.0, 0.0], [0.0, 0.0, 0.0], [0.1, -0.1, 0.1], [0.0, 0.0, 0.0], [0.0, 0.0, 0.0], [0.0, 0.0, 0.0], [0.0, 0.0, 0.0], [0.0, 0.0, 0.0], [0.0, 0.0, 0.0], [0.0, 0.0, 0.0], [0.0, 0.0, 0.0], [0.0, 0.0, 0.0], [0.1, 0.1, 0.1], [0.0, 0.0, 0.0], [0.0, 0.0, 0.0], [0.0, 0.0, 0.0], [0.0, 0.0, 0.0], [0.0, 0.0, 0.0], [0.0, 0.0, 0.0], [0.0, 0.0, 0.0], [0.0, 0.0, 0.0], [0.0, 0.0, 0.0], [0.0, 0.0, 0.0], [0.0, 0.0, 0.0], [0.0, 0.0, 0.0], [0.0, 0.0, 0.0], [0.0, 0.0, 0.0], [0.0, 0.0, 0.0], [-0.1, -0.1, -0.1], [0.3, 0.1, 0.1], [-0.3, -0.1, 0.5], [-0.2, 0.1, -0.3], [0.3, -0.1, 0.0], [0.0, 0.0, 0.0], [0.0, 0.0, 0.0], [0.0, 0.0, 0.0], [0.0, 0.0, 0.0], [0.0, 0.0, 0.0], [0.0, 0.0, 0.0], [0.0, 0.0, 0.0], [0.0, 0.0, 0.0], [0.0, 0.0, 0.0], [-0.1, 0.0, 0.0], [0.0, 0.0, 0.0], [0.0, 0.0, 0.0], [0.0, 0.0, 0.0], [0.0, 0.0, 0.0], [-0.1, 0.0, 0.1], [0.0, 0.0, -0.1], [0.1, 0.0, 0.1], [0.0, 0.0, 0.0], [0.2, 0.0, -0.3], [0.0, 0.0, 0.0], [0.0, 0.0, 0.0], [0.0, 0.0, 0.0], [0.0, 0.0, 0.0], [0.0, 0.0, 0.0], [0.0, 0.0, 0.0], [-0.2, 0.1, 0.2]],
  "mulliken_charge": [-0.529, -0.865, -0.472, -0.585, 0.852, 0.202, -0.266, 0.357, -0.841, -0.454, -0.539, -0.282, -0.307, 0.411, 0.390, 0.470, 0.566, 0.402, 0.394, 0.392, 0.362, -0.006, -0.390, -0.188, 0.676, -0.961, -0.466, -0.475, -1.006, 0.850, 0.436, 0.358, 0.356, 0.427, -1.545, 0.807, -1.470, -1.231, 1.089, -0.594, -0.190, -0.498, -0.400, 0.438, 0.316, 0.357, 0.308, 0.316, 0.423, 0.348, 0.270, 0.392, 0.659, -1.080, 0.120, -0.147, -0.860, 0.766, -0.284, 0.434, -0.714, -0.145, 0.366, 0.292, 0.324, 0.347, 0.356, 0.249, -0.087],
  "relative_energy_kj_mol": 0.0,
  "fmax_ev_per_a": 0.59,
  "gap_ha": 0.1883,
  "multiplicity": 1,
  "e_lumo_ev": 2.7,
  "e_homo_ev": -2.4,
  "charge": -1
}